79
Properties=species:S:1:pos:R:3 method="wB97M-V/def2-TZVPD" e_above_lowest_kj_mol=569.6 homo_lumo_gap_ha="0.245 / 0.246" spin_multiplicity=4 largest_force_ev_per_a=5.438 total_charge=+1 homo_ev="-10.38 / -10.50" lumo_energy_ha="-0.1364 / -0.1397"
Mn 0.21 -0.11 -0.01
C 1.93 3.60 0.33
C 1.29 2.30 -0.03
N 0.88 1.45 0.82
N 0.92 1.39 2.20
C 0.40 0.20 2.77
N 0.48 0.19 4.09
S -0.28 -1.28 1.90
C 1.09 1.93 -1.49
C 1.49 2.85 -2.44
C 1.32 2.56 -3.78
C 0.75 1.35 -4.12
C 0.38 0.48 -3.12
N 0.54 0.72 -1.82
H 2.02 3.71 1.41
H 1.33 4.43 -0.04
H 2.93 3.66 -0.10
H 1.46 2.05 2.73
H 0.48 1.06 4.60
H 0.05 -0.59 4.56
H 1.92 3.80 -2.15
H 1.62 3.26 -4.54
H 0.59 1.08 -5.16
H -0.09 -0.46 -3.37
O -1.52 2.84 0.55
C -1.69 2.04 1.47
O -1.13 0.86 1.51
C -2.49 2.40 2.70
C -3.91 2.93 2.48
Ge -5.36 1.81 1.76
C -5.58 0.23 2.90
C -4.46 -0.60 3.08
C -4.54 -1.73 3.87
C -5.73 -2.07 4.49
C -6.85 -1.27 4.31
C -6.77 -0.13 3.52
C -6.78 3.16 1.65
C -7.96 3.15 2.38
C -8.90 4.17 2.25
C -8.66 5.22 1.37
C -7.48 5.25 0.65
C -6.55 4.23 0.79
C -5.12 1.14 -0.07
C -4.11 0.24 -0.39
C -3.96 -0.23 -1.69
C -4.82 0.20 -2.69
C -5.84 1.09 -2.39
C -5.98 1.56 -1.08
H -1.93 3.21 3.19
H -2.50 1.55 3.39
H -3.86 3.82 1.84
H -4.27 3.25 3.46
H -3.52 -0.36 2.61
H -3.67 -2.36 4.00
H -5.80 -2.96 5.10
H -7.79 -1.53 4.78
H -7.67 0.46 3.39
H -8.18 2.36 3.09
H -9.81 4.14 2.83
H -9.39 6.01 1.27
H -7.28 6.07 -0.03
H -5.63 4.28 0.21
H -3.43 -0.13 0.36
H -3.17 -0.93 -1.93
H -4.71 -0.17 -3.71
H -6.52 1.43 -3.16
H -6.79 2.25 -0.87
O -1.25 -1.01 0.13
I 3.10 -0.49 -2.04
C 1.52 -1.88 -2.26
C 1.71 -2.87 -3.19
C 0.71 -3.82 -3.38
C -0.43 -3.72 -2.61
C -0.53 -2.69 -1.69
N 0.40 -1.77 -1.50
H 2.63 -2.92 -3.77
H 0.83 -4.61 -4.11
H -1.24 -4.43 -2.72
H -1.41 -2.59 -1.07